No. 1
Formula: C25H46ClMnN2O6PSi4
Source: the Open Molecules 2025 dataset
Level of theory: ωB97M-V with the def2-TZVPD basis set

Geometry as XYZ:
```
86
Properties=species:S:1:pos:R:3:forces:R:3
Mn 1.017286 1.026587 -0.828570 -0.344 -0.363 0.810
O -4.213391 1.750613 4.962411 0.041 0.029 0.031
C -2.995109 2.287842 5.186887 -0.110 0.036 0.106
O -2.822499 3.008992 6.129087 -0.004 -0.063 -0.114
C -1.904233 1.938744 4.221624 0.091 -0.013 -0.040
C -2.127721 1.377139 2.969735 -0.010 -0.007 -0.016
C -1.067721 1.097931 2.127003 0.136 -0.122 -0.079
C 0.239186 1.361371 2.527630 -0.264 -0.077 0.179
C 0.466528 1.932417 3.777391 0.069 0.111 0.050
C -0.598488 2.219975 4.609545 0.016 0.041 0.101
N 1.272948 1.075756 1.612615 0.028 0.212 -0.346
C 2.454316 0.859848 2.011087 0.088 -0.193 0.358
C 3.537507 0.630849 1.051909 0.079 -0.125 -0.134
C 4.842166 0.497601 1.491829 0.024 -0.033 0.123
C 5.849825 0.305092 0.558474 0.021 0.001 0.025
C 5.507999 0.251548 -0.776819 0.004 -0.031 -0.031
C 4.172678 0.384992 -1.135585 -0.022 -0.080 -0.016
N 3.201875 0.561116 -0.243892 -0.022 0.302 -0.136
H -4.190087 1.114402 4.238621 0.027 0.003 -0.004
H -3.128202 1.162371 2.612798 -0.007 -0.004 -0.023
H -1.231239 0.636903 1.158297 0.014 0.037 0.049
H 1.468929 2.195413 4.096343 -0.063 -0.008 -0.045
H -0.440549 2.679548 5.575949 0.016 0.000 -0.009
H 2.727533 0.809104 3.071338 -0.079 0.002 -0.123
H 5.059865 0.546223 2.550897 -0.005 0.003 -0.009
H 6.879770 0.201641 0.872598 -0.007 0.001 0.009
H 6.252754 0.107566 -1.546232 0.001 -0.001 -0.002
H 3.868318 0.347587 -2.171426 -0.008 0.020 -0.003
C -3.599465 -0.416728 0.222732 0.050 -0.041 -0.049
Si -2.619135 -1.149056 -1.232292 -0.091 0.069 0.008
C -3.450412 -2.796922 -1.629670 -0.006 0.078 0.007
C -2.952564 0.009066 -2.694185 -0.064 -0.081 0.064
Si -0.324284 -1.278935 -0.796111 0.272 0.115 -0.163
Si 0.065235 -2.736705 1.007238 0.000 0.070 0.098
C -0.843521 -4.389359 0.919007 0.017 0.055 0.051
C 1.924877 -3.105259 1.078460 -0.062 -0.022 -0.012
C -0.397031 -2.080240 2.730329 0.062 -0.023 -0.078
Si 0.430998 -2.567899 -2.630003 -0.013 -0.017 -0.042
C -0.253150 -1.869257 -4.244597 0.020 -0.117 0.066
C -0.059976 -4.398003 -2.625094 0.054 0.110 -0.036
C 2.318974 -2.616625 -2.718762 -0.055 -0.028 0.087
H -4.660007 -0.393591 -0.042280 -0.018 -0.002 0.016
H -3.290867 0.611415 0.427556 -0.034 -0.025 -0.025
H -3.492207 -1.004647 1.138366 0.033 0.006 0.003
H -4.536055 -2.662093 -1.654989 0.005 -0.018 -0.014
H -3.221362 -3.576114 -0.901788 0.007 0.012 0.024
H -3.139407 -3.156400 -2.611522 0.032 -0.030 -0.033
H -3.915682 0.509701 -2.556050 0.005 0.009 -0.027
H -3.002067 -0.546071 -3.632378 0.021 -0.003 -0.002
H -2.180607 0.769357 -2.811920 0.039 0.008 0.011
H -0.586353 -4.973868 0.037483 -0.018 0.014 -0.010
H -1.925944 -4.244955 0.921434 -0.009 0.013 0.007
H -0.590014 -4.977416 1.806848 0.004 -0.017 -0.026
H 2.183725 -3.921965 0.400697 0.011 0.013 -0.022
H 2.223127 -3.404001 2.087387 0.005 -0.016 -0.004
H 2.521598 -2.237716 0.783722 -0.009 0.015 0.020
H -1.409208 -1.673688 2.767863 -0.014 0.010 -0.002
H 0.289123 -1.311645 3.095456 -0.037 -0.005 -0.040
H -0.353095 -2.918775 3.432002 0.019 0.008 0.005
H -1.326094 -2.064061 -4.318422 0.010 0.010 0.004
H 0.230420 -2.375604 -5.085403 -0.001 0.031 -0.015
H -0.092731 -0.797585 -4.348639 0.019 0.044 0.021
H -1.132308 -4.559470 -2.520567 -0.054 0.007 0.023
H 0.447021 -4.950815 -1.832885 0.019 0.003 -0.004
H 0.255483 -4.830941 -3.580077 -0.018 -0.015 0.010
H 2.761690 -1.632378 -2.591388 0.016 0.059 -0.028
H 2.641153 -3.010932 -3.686171 0.000 -0.017 -0.005
H 2.715790 -3.271424 -1.938408 0.000 0.006 -0.009
O 2.239366 2.585087 -2.243535 0.253 0.093 0.287
Cl 1.578067 1.906973 -3.351698 -0.026 -0.028 -0.805
O 0.157710 1.908091 -3.035426 -0.101 -0.102 -0.015
O 1.837763 2.547410 -4.588701 -0.008 0.047 0.147
O 2.038941 0.537535 -3.345083 -0.044 -0.028 -0.100
C -0.346333 4.352408 1.237151 0.041 0.001 -0.009
P -0.297275 3.411395 -0.334410 0.019 0.012 -0.120
C 0.269202 4.722147 -1.471491 -0.027 0.020 -0.011
C -2.068168 3.293028 -0.760337 0.008 -0.016 0.003
H -0.896362 5.285660 1.103315 0.000 -0.002 -0.029
H 0.673425 4.592465 1.543790 -0.013 -0.008 0.025
H -0.818950 3.775821 2.030041 -0.011 0.016 -0.005
H -0.307625 5.636998 -1.322511 -0.010 -0.016 0.025
H 0.148721 4.382490 -2.497937 0.008 0.021 -0.005
H 1.326285 4.922649 -1.303903 -0.003 0.018 -0.011
H -2.521060 4.280876 -0.862214 0.021 0.012 0.019
H -2.596720 2.741960 0.017873 -0.011 -0.021 -0.003
H -2.172915 2.749413 -1.699465 -0.016 0.021 0.013
```
Forces are in eV/Å.

Computed properties:
- <S²> = 8.757
- LUMO (spin up / spin down) (eV) = -1.5 / -1.6
- net charge = 0
- F_max (eV/Å) = 0.952
- Kohn-Sham gap (spin up / spin down) (eV) = 5.7 / 5.9
- calculated total energy (Ha) = -4651.585316
- 2S+1 = 6
- relative energy (zero: lowest compared OMol25 entry of this formula, charge and spin) (kJ/mol) = 0.0

=====

No. 2
Formula: C25H46HfO3P2S
Source: the Open Molecules 2025 dataset
Level of theory: ωB97M-V with the def2-TZVPD basis set

Geometry as XYZ:
```
78
Properties=species:S:1:pos:R:3:forces:R:3
Hf -0.196959 1.440595 1.614548 -1.358 -0.229 -2.247
C -2.483776 0.473362 2.664360 0.683 0.037 0.264
C -1.484902 -0.554274 2.635577 -0.310 0.203 1.268
C -0.672116 1.236645 3.836640 0.299 -0.593 -0.541
C -1.926701 1.629752 3.289369 -0.648 -0.620 0.610
C -0.343421 -0.103569 3.358970 -0.486 1.063 0.489
C -3.942699 0.259324 2.476086 -0.427 -0.035 -0.845
H -4.124361 -0.695241 1.957581 -0.105 0.472 0.118
H -4.405142 1.086070 1.904865 0.065 -0.507 0.277
H -4.447814 0.200543 3.463149 0.390 0.113 -0.445
C -2.697587 2.874136 3.663011 -0.141 0.247 -0.093
H -3.780780 2.726026 3.505504 0.540 0.070 -0.081
H -2.367470 3.758683 3.088811 -0.235 -0.311 0.274
H -2.582878 3.108715 4.733492 0.056 -0.148 -0.373
C 0.119334 2.132434 4.705300 0.481 0.350 0.519
H -0.513165 2.993900 5.049707 0.642 -1.048 0.066
H 0.951610 2.635419 4.162807 0.117 -0.341 0.442
H 0.493993 1.455346 5.518885 0.039 1.263 -0.425
C 0.953702 -0.863048 3.442506 0.411 -0.517 0.228
H 1.083814 -1.377946 4.414304 -0.023 0.507 -0.243
H 1.851903 -0.234467 3.278773 -0.267 -0.117 0.195
H 1.001020 -1.689601 2.709040 -0.143 0.535 0.142
C -1.742911 -2.002877 2.399028 -0.012 -0.436 -1.121
H -2.164500 -2.565915 3.271225 0.435 0.828 -0.494
H -0.805817 -2.487462 2.073246 -0.559 -0.031 0.175
H -2.459209 -2.072105 1.569797 0.289 -0.399 0.460
C -2.596930 -1.126453 -1.945549 -0.106 -0.783 -0.274
C -2.529195 -2.118139 -1.025518 -0.102 1.107 1.417
C -1.637117 -3.332129 -0.953748 0.634 0.207 -0.116
C -0.386933 -3.364817 -1.886170 -0.489 -1.539 -0.111
C 0.676291 -2.505759 -1.328920 0.730 -0.208 0.589
C 0.756821 -1.123666 -1.315501 -1.468 0.850 2.359
C -0.412303 -0.116222 -1.576830 1.328 0.491 -0.571
C -1.381603 -0.604572 -2.676441 -0.208 -0.255 -0.368
H -2.326874 -4.140462 -1.215526 0.126 -0.170 -0.153
H -0.654698 -3.260872 -2.943305 -0.150 0.313 0.363
H -1.293087 -3.585650 0.072644 -0.282 0.401 -0.503
H -0.886411 -1.406542 -3.240548 -0.267 0.637 0.241
H -3.530571 -0.637228 -2.236323 0.149 0.390 1.149
H -3.061706 -1.939501 -0.038486 -0.827 -0.886 -1.978
H -1.628177 0.194060 -3.405247 -0.029 -0.409 0.550
H -0.965413 0.124093 -0.622483 0.033 -0.342 0.076
H 1.207296 -0.793034 -0.321970 0.295 -0.436 -2.250
H 0.059068 0.856613 -1.858536 -0.321 -0.551 0.207
H 0.004619 -4.394787 -1.874980 -0.231 0.195 0.164
H 1.494882 -3.064141 -0.819540 -0.786 0.605 -0.260
P 1.702251 -0.469998 -3.177900 0.591 -0.387 -1.032
P 3.236456 0.185599 -0.307721 2.722 -0.108 -0.236
C 3.502762 -0.704742 -3.036008 -0.404 0.081 -0.425
C 4.098824 0.228191 -1.994172 -0.538 0.244 -0.524
H 3.904368 -0.486746 -4.036011 0.109 -0.161 0.199
H 3.680548 -1.775001 -2.841706 0.045 0.432 0.155
H 5.128136 -0.113466 -1.834302 -0.222 0.322 0.272
H 4.159058 1.269210 -2.348338 -0.155 -0.312 0.002
C 4.684510 1.053647 0.404922 -0.051 0.274 0.374
H 4.672674 0.976342 1.495832 0.209 0.137 -0.096
H 4.627897 2.105999 0.107642 0.119 -0.061 0.197
H 5.607581 0.620556 -0.012997 -0.300 0.223 0.447
C 3.902687 -1.536174 -0.028537 -0.568 -0.154 0.452
H 4.923064 -1.600844 -0.443634 -0.449 0.123 0.266
H 3.281573 -2.301095 -0.517567 0.250 0.263 0.341
H 3.951726 -1.716826 1.051341 -0.032 -0.241 -0.200
C 1.582329 1.016021 -4.237068 0.038 0.206 -0.233
H 0.569301 1.440771 -4.233520 0.310 -0.087 -0.016
H 1.827967 0.671759 -5.252443 -0.051 0.398 0.194
H 2.308491 1.781456 -3.931167 -0.283 -0.150 -0.026
C 1.315194 -1.812664 -4.361876 -0.098 -0.254 -0.321
H 2.036089 -2.630236 -4.232406 -0.214 0.183 -0.080
H 1.428759 -1.382182 -5.365439 0.077 -0.296 0.208
H 0.307822 -2.241022 -4.309062 0.458 0.243 -0.011
C -3.449363 3.521269 -0.143645 -0.260 0.010 -0.069
S -1.799666 4.193832 0.067372 0.051 0.891 -0.227
O -1.277746 4.688550 -1.180460 -0.477 -0.924 1.280
O -1.725028 5.019480 1.254545 -0.133 -1.087 -1.035
O -1.009667 2.796964 0.433874 0.464 -0.175 0.749
H -4.131790 4.310679 -0.494650 0.482 -0.041 0.214
H -3.802955 3.147328 0.825663 0.210 0.161 -0.225
H -3.464979 2.718106 -0.894165 0.338 0.277 0.254
```
Forces are in eV/Å.

Computed properties:
- LUMO (eV) = -8.4
- net charge = +2
- F_max (eV/Å) = 2.906
- Kohn-Sham gap (eV) = 3.3
- calculated total energy (Ha) = -2334.024659
- relative energy (zero: lowest compared OMol25 entry of this formula, charge and spin) (kJ/mol) = 405.3